# 1
Computed, not measured: a structure of composition C20H30IN5O3SSn, with the ωB97M-V functional and the def2-TZVPD basis.

Structure (XYZ):
```
61
Properties=species:S:1:pos:R:3
Sn -0.78 -0.34 0.09
C -3.66 2.65 -2.15
C -2.52 2.20 -1.27
O -2.50 0.97 -0.93
C -1.59 3.14 -0.84
C -0.56 2.96 0.14
C 0.12 4.21 0.61
N -0.23 1.81 0.67
N 0.74 1.90 1.68
C 0.89 0.78 2.32
O 0.24 -0.31 2.09
C 1.94 0.74 3.39
C 2.01 -0.38 4.21
C 3.00 -0.48 5.19
C 3.92 0.54 5.35
C 3.86 1.66 4.52
C 2.87 1.76 3.55
H -4.55 2.78 -1.53
H -3.88 1.88 -2.88
H -3.45 3.59 -2.65
H -1.72 4.15 -1.20
H -0.15 5.05 -0.03
H 1.20 4.07 0.63
H -0.17 4.43 1.64
H 1.29 -1.17 4.07
H 3.04 -1.35 5.83
H 4.69 0.47 6.11
H 4.58 2.46 4.64
H 2.82 2.62 2.90
C -0.23 -1.48 -3.08
C 0.72 -2.50 -2.44
N 0.56 -2.52 -0.99
C 1.72 -2.79 -0.16
C 2.81 -1.71 -0.30
S 2.23 0.01 -0.45
C 2.30 0.31 -2.24
C 0.95 0.70 -2.85
N -0.17 -0.14 -2.46
H -1.25 -1.84 -2.94
H -0.02 -1.42 -4.15
H 1.75 -2.26 -2.67
H 0.52 -3.47 -2.90
H -0.23 -3.11 -0.73
H 2.19 -3.76 -0.36
H 1.37 -2.80 0.87
H 3.46 -1.90 -1.15
H 3.43 -1.74 0.60
H 2.74 -0.56 -2.72
H 2.98 1.14 -2.39
H 1.08 0.73 -3.94
H 0.71 1.71 -2.52
H -1.04 0.35 -2.65
N -4.37 -1.28 -0.68
C -3.83 -2.51 -0.65
O -2.67 -2.73 -1.00
C -4.63 -3.68 -0.13
I -6.74 -3.46 0.08
H -3.78 -0.48 -0.89
H -5.29 -1.13 -0.31
H -4.25 -3.94 0.86
H -4.46 -4.52 -0.80
```

Values from the calculation:
net charge = 0
gap between HOMO and LUMO = 7.4 eV

Löwdin population analysis, charges in e, atoms 1 to 5: atom 1 (Sn): 1.3876, atom 2 (C): -0.0265, atom 3 (C): -0.4904, atom 4 (O): -0.2786, atom 5 (C): -0.0435

=====

# 2
Computed, not measured: a structure of composition C20H30N12O4STi at a distorted geometry, with the ωB97M-V functional and the def2-TZVPD basis.

Structure (XYZ):
```
68
Properties=species:S:1:pos:R:3
Ti 0.23 0.57 0.21
O 4.01 -0.48 -1.70
C 3.72 0.02 -2.92
C 4.64 -0.17 -3.94
C 4.38 0.28 -5.22
C 3.20 0.96 -5.49
C 2.30 1.20 -4.47
C 2.53 0.74 -3.17
C 1.55 0.98 -2.11
O 1.70 0.41 -0.92
N 0.53 1.76 -2.33
N -0.24 1.86 -1.20
C -1.26 2.73 -1.22
C -2.02 3.03 -0.07
C -3.14 3.89 -0.15
C -3.90 4.21 0.96
C -3.56 3.71 2.21
C -2.45 2.87 2.33
C -1.69 2.50 1.23
O -0.67 1.65 1.38
H 3.23 -0.31 -1.12
H 5.57 -0.69 -3.70
H 5.11 0.10 -6.01
H 2.99 1.30 -6.50
H 1.39 1.75 -4.65
H -1.49 3.23 -2.16
H -3.40 4.30 -1.12
H -4.75 4.87 0.85
H -4.12 4.00 3.09
H -2.17 2.49 3.31
N 0.09 -1.71 -1.80
N 0.43 -3.02 -2.11
C 1.34 -3.75 -1.43
N 1.60 -4.96 -2.00
S 2.06 -3.34 0.01
H -0.87 -1.60 -1.50
H 0.28 -1.10 -2.59
H 0.04 -3.43 -2.95
H 1.42 -5.12 -2.97
H 2.36 -5.47 -1.59
C -0.01 -2.48 3.47
N -1.33 -2.08 3.01
C -2.32 -3.16 3.11
C -1.35 -1.31 1.85
N -0.36 -1.13 1.06
N -2.56 -0.69 1.62
C -2.91 -0.06 0.44
N -4.12 0.60 0.50
N -2.18 -0.19 -0.61
H -0.10 -2.81 4.50
H 0.65 -1.61 3.43
H 0.42 -3.29 2.87
H -2.43 -3.44 4.15
H -2.01 -4.04 2.53
H -3.28 -2.83 2.73
H 0.41 -1.80 1.17
H -3.19 -0.61 2.40
H -4.31 1.06 1.38
H -4.24 1.25 -0.27
H -2.58 0.30 -1.40
N 3.27 0.86 3.27
C 2.00 0.83 2.78
N 1.00 1.28 3.58
O 1.78 0.37 1.65
H 3.43 0.94 4.25
H 3.95 0.36 2.73
H 1.24 1.92 4.32
H 0.17 1.50 3.02
```

Values from the calculation:
multiplicity = 3
net charge = 0
expectation value of S² = 2.0366
gap between HOMO and LUMO (spin up / spin down) = 4.7 / 7.0 eV

Löwdin population analysis, charges in e, atoms 1 to 5: atom 1 (Ti): 0.9536, atom 2 (O): 0.0459, atom 3 (C): -0.2641, atom 4 (C): -0.0249, atom 5 (C): -0.0995

=====

# 3
Computed, not measured: the molecule C20H30N2O3, with the ωB97M-V functional and the def2-TZVPD basis.

Structure (XYZ):
```
55
Properties=species:S:1:pos:R:3
C -0.84 -3.82 -0.63
O -1.17 -2.54 -0.17
C -2.46 -2.29 0.20
C -3.50 -3.20 0.14
C -4.78 -2.83 0.53
C -5.02 -1.55 0.99
C -3.99 -0.62 1.06
C -2.71 -0.98 0.67
N -1.61 -0.12 0.73
C -1.62 1.21 0.94
O -2.60 1.91 1.09
C -0.21 1.84 0.96
C 0.67 1.36 2.12
C 0.13 1.63 3.53
C -0.32 3.08 3.72
C -1.00 0.67 3.93
N 0.47 1.66 -0.32
C 1.07 0.53 -0.76
O 1.05 -0.52 -0.14
C 1.81 0.69 -2.07
C 1.88 -0.64 -2.82
C 2.70 -0.51 -4.10
C 4.10 0.00 -3.79
C 4.04 1.33 -3.06
C 3.23 1.20 -1.77
H 0.23 -3.78 -0.85
H -1.38 -4.08 -1.55
H -1.02 -4.59 0.12
H -3.33 -4.20 -0.22
H -5.58 -3.55 0.48
H -6.02 -1.26 1.29
H -4.18 0.38 1.41
H -0.71 -0.57 0.54
H -0.37 2.92 1.06
H 0.85 0.29 2.01
H 1.63 1.86 2.01
H 0.97 1.44 4.21
H 0.46 3.77 3.39
H -0.53 3.27 4.77
H -1.23 3.27 3.16
H -1.22 0.78 4.99
H -1.91 0.89 3.37
H -0.72 -0.36 3.74
H 0.50 2.46 -0.93
H 1.29 1.43 -2.70
H 2.34 -1.38 -2.15
H 0.87 -0.98 -3.04
H 2.75 -1.48 -4.60
H 2.20 0.19 -4.77
H 4.67 0.11 -4.71
H 4.62 -0.73 -3.16
H 5.05 1.68 -2.82
H 3.57 2.08 -3.70
H 3.72 0.48 -1.10
H 3.18 2.16 -1.25
```

Values from the calculation:
net charge = 0
structure (SMILES) = COc1ccccc1NC(=O)[C@@H](CC(C)C)NC(=O)C1CCCCC1
gap between HOMO and LUMO = 8.6 eV

Löwdin population analysis, charges in e, atoms 1 to 5: atom 1 (C): -0.0772, atom 2 (O): -0.0953, atom 3 (C): -0.2066, atom 4 (C): -0.0279, atom 5 (C): -0.0966

=====

# 4
Computed, not measured: the molecule C20H30N4O2 at a distorted geometry, with the ωB97M-V functional and the def2-TZVPD basis.

Structure (XYZ):
```
56
Properties=species:S:1:pos:R:3
C 5.75 1.93 -1.23
C 4.61 1.52 -0.30
C 3.41 2.45 -0.45
C 2.28 2.11 0.52
N 1.74 0.79 0.24
N 1.05 0.70 -0.88
C 0.53 -0.42 -1.28
C -0.32 -0.33 -2.51
C -1.77 0.02 -2.13
O -2.33 1.01 -2.56
N -2.36 -0.86 -1.30
C -3.69 -0.67 -0.78
C -3.71 -0.41 0.75
N -3.06 0.78 1.24
C -1.61 0.72 1.31
C -1.10 1.40 2.58
C -3.53 2.03 0.66
C -5.02 2.26 0.89
C 0.70 -1.63 -0.52
C 0.22 -2.89 -0.91
C 0.42 -3.99 -0.10
C 1.09 -3.88 1.11
C 1.59 -2.65 1.50
C 1.40 -1.53 0.70
C 1.95 -0.24 1.13
O 2.55 -0.07 2.18
H 5.43 1.90 -2.27
H 6.09 2.94 -1.00
H 6.60 1.25 -1.11
H 4.31 0.50 -0.52
H 4.96 1.55 0.74
H 3.03 2.40 -1.47
H 3.72 3.48 -0.26
H 2.64 2.09 1.54
H 1.47 2.83 0.42
H 0.04 0.49 -3.13
H -0.31 -1.25 -3.08
H -1.82 -1.62 -0.92
H -4.12 0.18 -1.31
H -4.29 -1.56 -0.99
H -4.76 -0.37 1.05
H -3.26 -1.27 1.26
H -1.31 -0.33 1.35
H -1.15 1.17 0.43
H -1.62 1.01 3.44
H -0.03 1.22 2.69
H -1.26 2.48 2.53
H -3.30 2.09 -0.42
H -2.98 2.83 1.15
H -5.63 1.60 0.28
H -5.26 2.10 1.93
H -5.27 3.29 0.62
H -0.29 -3.02 -1.86
H 0.05 -4.96 -0.42
H 1.23 -4.75 1.73
H 2.13 -2.53 2.43
```

Values from the calculation:
net charge = 0
structure (SMILES) = CCCCn1nc(CC(=O)NCCN(CC)CC)c2ccccc2c1=O
gap between HOMO and LUMO = 8.2 eV

Löwdin population analysis, charges in e, atoms 1 to 5: atom 1 (C): -0.1147, atom 2 (C): -0.2664, atom 3 (C): -0.1927, atom 4 (C): -0.1365, atom 5 (N): -0.0552

=====

# 5
Computed, not measured: the molecule C20H30N4O3S, with the ωB97M-V functional and the def2-TZVPD basis.

Structure (XYZ):
```
58
Properties=species:S:1:pos:R:3
H 2.45 -1.13 2.38
N 1.61 -1.67 2.51
C 0.66 -1.47 1.69
C -0.58 -2.20 1.83
C -0.73 -3.17 2.83
C -1.91 -3.86 2.98
O -2.15 -4.82 3.91
C -1.12 -5.13 4.81
C -3.00 -3.59 2.10
O -4.12 -4.32 2.32
C -5.23 -4.10 1.48
C -2.85 -2.63 1.11
C -1.65 -1.93 0.97
N -1.55 -0.99 -0.02
C -0.43 -0.37 -0.15
S -0.35 0.83 -1.43
C -2.05 0.69 -2.09
C -2.28 1.73 -3.18
C -1.44 1.45 -4.42
N 0.69 -0.56 0.61
C 1.89 0.22 0.35
C 1.94 1.49 1.19
C 3.06 2.41 0.71
N 2.92 2.73 -0.70
C 1.91 3.74 -0.95
C 1.72 3.89 -2.46
O 2.92 4.24 -3.10
C 3.91 3.27 -2.83
C 4.16 3.12 -1.33
H 0.12 -3.34 3.47
H -0.83 -4.27 5.41
H -1.52 -5.91 5.46
H -0.23 -5.52 4.29
H -6.00 -4.79 1.84
H -5.00 -4.32 0.44
H -5.60 -3.07 1.56
H -3.65 -2.39 0.43
H -2.16 -0.32 -2.47
H -2.72 0.83 -1.25
H -2.04 2.72 -2.79
H -3.34 1.71 -3.44
H -1.62 2.21 -5.18
H -0.38 1.47 -4.17
H -1.68 0.48 -4.84
H 2.76 -0.41 0.55
H 1.91 0.50 -0.70
H 0.98 2.01 1.11
H 2.09 1.26 2.25
H 4.02 1.88 0.83
H 3.10 3.31 1.34
H 0.96 3.43 -0.50
H 2.21 4.72 -0.52
H 1.01 4.69 -2.68
H 1.34 2.94 -2.85
H 4.82 3.62 -3.34
H 3.61 2.30 -3.24
H 4.91 2.35 -1.17
H 4.54 4.08 -0.93
```

Values from the calculation:
net charge = 0
structure (SMILES) = [H]/N=c1/c2cc(OC)c(OC)cc2nc(SCCC)n1CCCN1CCOCC1
gap between HOMO and LUMO = 8.2 eV

Löwdin population analysis, charges in e, atoms 1 to 5: atom 1 (H): 0.0340, atom 2 (N): 0.1489, atom 3 (C): -0.3178, atom 4 (C): -0.0947, atom 5 (C): 0.0462

=====

# 6
Computed, not measured: the molecule C20H30O4 at a distorted geometry, with the ωB97M-V functional and the def2-TZVPD basis.

Structure (XYZ):
```
54
Properties=species:S:1:pos:R:3
C 6.52 -1.84 0.37
C 5.55 -0.63 -0.12
C 4.13 -0.67 0.62
C 3.09 0.28 -0.21
C 2.60 1.42 0.80
C 2.10 2.78 0.10
C 1.00 2.51 -1.07
C -0.30 3.41 -0.86
C -1.68 2.58 -0.75
C -2.32 2.79 0.71
C -3.94 2.57 0.67
C -4.15 0.98 0.76
C -4.22 0.23 1.96
C -4.38 -1.36 1.78
O -5.05 -2.09 2.55
C -3.57 -1.98 0.53
C -2.86 -3.41 0.66
C -2.17 -3.93 -0.68
O -0.92 -3.19 -0.93
C -0.16 -3.96 -1.90
O 0.77 -4.70 -1.52
C -3.49 -1.23 -0.67
C -4.22 0.21 -0.66
O -4.76 0.68 -1.68
H 6.76 -2.47 -0.56
H 6.02 -2.51 1.15
H 7.44 -1.36 0.85
H 5.42 -0.73 -1.25
H 6.14 0.34 0.05
H 4.22 -0.25 1.70
H 3.74 -1.74 0.75
H 3.57 0.73 -1.14
H 2.19 -0.37 -0.55
H 3.38 1.72 1.59
H 1.69 1.01 1.38
H 1.68 3.44 0.94
H 2.98 3.38 -0.35
H 0.77 1.38 -1.19
H 1.54 2.81 -2.05
H -0.20 4.02 0.10
H -0.38 4.16 -1.72
H -2.39 2.85 -1.61
H -1.39 1.47 -0.90
H -2.01 3.75 1.24
H -1.93 1.91 1.36
H -4.30 2.98 -0.35
H -4.42 3.12 1.55
H -4.15 0.76 2.96
H -3.70 -4.15 0.92
H -2.09 -3.43 1.52
H -2.85 -3.80 -1.60
H -1.93 -5.04 -0.60
H -0.41 -3.94 -3.02
H -2.94 -1.52 -1.61
```

Values from the calculation:
net charge = 0
structure (SMILES) = CCCCCCCCCCCC1=CC(=O)C(CCOC=O)=CC1=O
gap between HOMO and LUMO = 8.8 eV

Löwdin population analysis, charges in e, atoms 1 to 5: atom 1 (C): -0.1352, atom 2 (C): -0.2653, atom 3 (C): -0.2183, atom 4 (C): -0.2076, atom 5 (C): -0.2312

=====

# 7
Computed, not measured: a cluster of 7 separate species, C20H31Cl6F9N2O8 in total at a distorted geometry, with the ωB97M-V functional and the def2-TZVPD basis.

Structure (XYZ):
```
76
Properties=species:S:1:pos:R:3
C -2.30 5.35 6.69
C -1.00 4.60 6.19
O -0.02 4.74 7.19
C 0.01 3.84 8.21
O -1.04 3.24 8.49
C 1.36 3.85 8.95
F 2.27 4.78 8.56
F 1.14 4.02 10.24
F 1.90 2.64 8.79
H -2.46 5.21 7.76
H -3.15 5.01 6.10
H -2.11 6.43 6.66
H -0.65 5.16 5.32
H -1.23 3.55 5.99
C -5.24 -6.07 -2.59
C -3.81 -6.08 -3.17
O -3.73 -7.05 -4.22
C -3.92 -6.74 -5.50
O -4.18 -5.58 -5.88
C -3.75 -7.97 -6.44
F -3.14 -7.67 -7.65
F -3.17 -9.02 -5.84
F -5.00 -8.36 -6.67
H -5.10 -5.70 -1.57
H -5.62 -7.08 -2.49
H -5.88 -5.45 -3.23
H -3.10 -6.48 -2.45
H -3.53 -5.10 -3.56
C 5.65 7.12 1.24
C 4.50 7.55 2.20
O 3.99 8.85 1.84
C 4.71 9.96 2.19
O 5.54 10.09 3.09
C 4.21 11.22 1.40
F 3.21 10.95 0.56
F 3.79 12.16 2.19
F 5.19 11.69 0.63
H 6.14 6.24 1.66
H 6.42 7.89 1.27
H 5.34 6.88 0.22
H 4.84 7.55 3.24
H 3.70 6.81 2.18
Cl 1.66 -3.30 2.24
C 0.42 -2.05 1.88
Cl 1.17 -0.49 2.14
Cl -0.94 -2.17 3.00
H 0.10 -2.29 0.86
Cl -3.48 -8.41 3.88
C -4.72 -8.00 5.03
Cl -4.42 -8.88 6.54
Cl -6.32 -8.30 4.31
H -4.80 -6.92 5.17
C 2.63 -7.26 -7.14
N 2.41 -6.71 -5.79
C 2.21 -7.65 -4.68
C 2.58 -5.35 -5.58
O 2.53 -4.76 -4.53
H 3.64 -7.67 -7.18
H 2.55 -6.60 -8.00
H 1.97 -8.12 -7.31
H 3.17 -8.00 -4.29
H 1.67 -7.23 -3.83
H 1.66 -8.53 -5.03
H 2.86 -4.88 -6.54
C -0.18 4.65 -2.62
N -0.98 3.38 -2.69
C -0.46 2.29 -3.51
C -2.07 3.15 -1.82
O -2.63 2.05 -1.64
H -0.34 5.08 -3.61
H 0.91 4.55 -2.55
H -0.52 5.27 -1.79
H 0.58 2.04 -3.26
H -0.97 1.34 -3.65
H -0.42 2.64 -4.54
H -2.27 4.07 -1.25
```

Values from the calculation:
net charge = 0
structure (SMILES) = CCOC(=O)C(F)(F)F.CCOC(=O)C(F)(F)F.CCOC(=O)C(F)(F)F.ClC(Cl)Cl.ClC(Cl)Cl.CN(C)C=O.CN(C)C=O
gap between HOMO and LUMO = 9.4 eV

Löwdin population analysis, charges in e, atoms 1 to 5: atom 1 (C): -0.0481, atom 2 (C): -0.1908, atom 3 (O): -0.0098, atom 4 (C): -0.3037, atom 5 (O): 0.1278

=====

# 8
Computed, not measured: a structure of composition C20H31GaO2 at a distorted geometry, with the ωB97M-V functional and the def2-TZVPD basis.

Structure (XYZ):
```
54
Properties=species:S:1:pos:R:3
O -0.05 -0.07 0.25
C 1.00 -0.21 -0.77
C 0.25 0.68 -1.74
H 1.09 -1.25 -1.09
H 1.94 0.23 -0.40
C -0.78 0.86 -0.62
H -0.11 0.10 -2.60
H 0.81 1.57 -2.05
C -2.16 0.31 -0.93
H -2.10 -0.73 -1.27
H -2.62 0.92 -1.72
H -2.79 0.35 -0.04
C -0.79 2.24 -0.04
H 0.23 2.61 0.10
H -1.29 2.25 0.93
H -1.34 2.91 -0.72
Ga -0.03 -0.99 2.37
C 0.87 1.94 4.46
C 1.77 0.85 4.36
C 2.33 0.87 3.04
H 2.03 0.15 5.15
C 1.75 1.96 2.34
C 0.84 2.62 3.21
H 0.24 3.50 2.98
H 0.31 2.22 5.36
H 3.11 0.22 2.66
H 2.01 2.28 1.33
C -1.96 -0.28 4.90
C -2.16 0.95 4.20
C -2.29 0.68 2.83
H -2.27 1.93 4.66
C -2.14 -0.77 2.63
C -1.96 -1.34 3.98
H -1.91 -2.40 4.20
H -1.89 -0.36 5.98
H -2.57 1.39 2.06
H -2.63 -1.29 1.80
O 0.54 -1.12 -3.96
C 0.01 -0.21 -4.96
C 0.36 -0.74 -6.37
H 0.44 0.80 -4.81
H -1.08 -0.14 -4.81
C 1.42 -1.85 -6.12
H 0.74 0.07 -7.00
H -0.54 -1.15 -6.84
C 1.27 -2.19 -4.61
H 2.42 -1.46 -6.32
H 1.25 -2.73 -6.74
H 2.25 -2.28 -4.11
H 0.71 -3.13 -4.48
C 1.19 -2.48 2.34
H 2.11 -2.16 1.84
H 0.76 -3.33 1.80
H 1.43 -2.79 3.37
```

Values from the calculation:
net charge = 0
gap between HOMO and LUMO = 6.5 eV

Löwdin population analysis, charges in e, atoms 1 to 5: atom 1 (O): -0.1771, atom 2 (C): -0.1115, atom 3 (C): -0.0717, atom 4 (H): 0.1247, atom 5 (H): 0.1281

=====

Number 1: electronic energy -2189.84107 hartree, M 666.17 g/mol. Number 2: electronic energy -2985.96353 hartree, M 582.47 g/mol. Number 3: electronic energy -1115.38898 hartree, M 346.47 g/mol. Number 4: electronic energy -1149.63554 hartree, M 358.49 g/mol. Number 5: electronic energy -1623.01387 hartree, M 406.55 g/mol. Number 6: electronic energy -1080.79613 hartree, M 334.46 g/mol. Number 7: electronic energy -5151.99975 hartree, M 811.17 g/mol. Number 8: electronic energy -2855.75538 hartree, M 373.19 g/mol.